[1]
The following is a DFT calculation (ωB97M-V/def2-TZVPD) of C34H26ClN2O4PSeSr as an isolated structure.

XYZ file:
```
70
Properties=species:S:1:pos:R:3:forces:R:3
Sr 0.210018 -0.647543 0.731886 1.094 0.767 -0.029
O 3.240438 -0.784564 0.206716 0.053 -0.392 -0.055
C 2.677452 0.211920 0.670155 -0.248 0.283 0.120
C 3.501243 1.428595 0.962661 0.228 0.145 0.075
C 4.866144 1.381624 1.232419 -0.144 0.039 -0.034
C 5.544305 2.538863 1.569534 -0.076 0.142 0.002
C 4.862285 3.752564 1.620991 0.083 -0.116 0.007
C 3.507010 3.812607 1.334865 -0.107 -0.035 -0.034
C 2.814617 2.646556 1.018491 0.094 -0.128 -0.034
P 1.035953 2.553773 0.597174 -0.163 0.057 0.059
C 0.529891 4.312050 0.737824 0.023 -0.094 0.003
C 0.494296 5.208109 -0.325917 0.019 -0.001 0.025
C 0.103120 6.523942 -0.120266 0.001 -0.016 -0.005
C -0.248863 6.958536 1.148186 0.011 -0.037 0.001
C -0.219613 6.070894 2.214850 -0.006 0.005 -0.007
C 0.156345 4.753936 2.007028 0.014 -0.008 -0.048
C 1.076807 2.307442 -1.219835 -0.027 -0.008 0.129
C 2.217242 2.486746 -1.997329 0.011 -0.019 -0.049
C 2.172550 2.259768 -3.364413 -0.003 0.006 0.045
C 0.993310 1.849056 -3.968437 -0.032 -0.004 0.029
C -0.146843 1.664734 -3.200799 0.003 0.001 -0.035
C -0.104968 1.892120 -1.833743 0.064 0.028 0.035
H 5.371911 0.427544 1.170882 0.023 -0.066 0.001
H 6.601768 2.505703 1.787972 0.097 0.015 0.025
H 5.391159 4.657824 1.883784 0.043 0.055 0.013
H 2.993115 4.764504 1.363074 -0.015 0.026 0.001
H 0.775733 4.879500 -1.317931 0.002 -0.001 -0.025
H 0.077290 7.211348 -0.954171 -0.002 0.040 -0.045
H -0.550265 7.984007 1.304547 -0.022 0.073 0.016
H -0.499455 6.402727 3.204887 -0.014 0.016 0.049
H 0.164895 4.055248 2.835954 -0.008 0.003 0.029
H 3.145682 2.792870 -1.533538 0.020 0.011 0.016
H 3.064206 2.397583 -3.957989 0.075 0.012 -0.052
H 0.965732 1.666691 -5.033192 -0.005 -0.012 -0.063
H -1.068261 1.338494 -3.661130 -0.062 -0.027 -0.035
H -0.997527 1.740875 -1.238222 -0.044 -0.005 -0.015
C -4.971564 -1.700701 -1.940676 0.026 -0.026 0.067
C -4.678674 -2.695021 -0.854513 -0.065 0.166 0.196
C -4.495202 -4.035588 -1.180425 0.041 0.060 0.035
C -4.293551 -4.989889 -0.200091 0.052 0.080 0.193
Cl -4.075855 -6.648330 -0.656625 -0.008 -0.077 -0.013
C -4.276575 -4.633416 1.141584 0.048 -0.011 -0.187
C -4.446567 -3.301607 1.478062 0.029 0.199 -0.100
C -4.635852 -2.329945 0.499853 -0.080 -0.138 -0.055
O -4.899184 -1.050886 0.952293 -0.016 -0.327 -0.041
C -4.013563 0.005567 0.597509 0.044 -0.047 0.034
C -2.541641 -0.406356 0.637988 -0.113 0.238 -0.023
O -2.002526 -0.606839 1.755532 -0.290 -0.144 0.211
O -1.911745 -0.477410 -0.458158 -0.312 -0.099 -0.136
H -5.248583 -2.215844 -2.858526 -0.013 0.003 -0.011
H -4.096254 -1.087236 -2.147956 0.067 0.108 -0.010
H -5.793350 -1.047576 -1.648323 0.002 0.063 -0.002
H -4.530683 -4.340525 -2.217240 -0.004 -0.007 -0.041
H -4.125041 -5.384003 1.900748 0.007 -0.071 0.069
H -4.435127 -2.982117 2.509437 0.006 0.004 0.079
H -4.175467 0.772989 1.356552 0.023 -0.018 -0.113
H -4.247663 0.399658 -0.388619 -0.010 0.020 -0.097
Se -1.118492 -3.658808 0.178548 -0.776 -0.156 -0.150
N 0.551044 -3.076093 0.173387 0.190 -0.105 -0.072
C 1.348000 -4.126862 0.316641 -0.133 -0.113 0.018
C 2.769611 -4.072311 0.364797 0.126 -0.035 -0.004
C 3.440649 -5.241739 0.516722 -0.038 0.120 -0.016
C 2.763362 -6.498898 0.630093 -0.149 -0.053 0.002
C 1.410710 -6.589761 0.591243 0.163 -0.084 0.016
C 0.658559 -5.391252 0.434267 -0.158 0.267 -0.034
N -0.666859 -5.326636 0.392053 0.246 -0.514 0.057
H 3.255802 -3.110365 0.272124 0.043 0.038 -0.001
H 4.521097 -5.234397 0.551172 0.042 0.005 0.004
H 3.356014 -7.394509 0.749524 0.029 -0.050 0.003
H 0.886433 -7.529946 0.674033 -0.001 -0.053 0.007
```
Forces are in eV/Å.

The maximum force is 1.34 eV/A. As for the HOMO energy: -6.6 eV. The energy is -4955.4458 Ha. The calculation puts the LUMO energy at -0.04061 Eh. The value obtained for the orbital gap is 5.5 eV. Its energy above the lowest of the compared OMol25 structures with the same formula, charge and spin is 49.8 kJ/mol.

[2]
The following is a DFT calculation (ωB97M-V/def2-TZVPD) of one molecule with the formula CH4BrO3P.

XYZ file:
```
10
Properties=species:S:1:pos:R:3:forces:R:3
O 1.913886 0.020465 0.871790 -0.735 -0.342 0.118
P 0.315561 0.083498 1.368430 1.053 1.246 0.536
O 0.343925 1.717401 1.684151 -0.092 -0.548 -1.487
O -0.305957 0.081593 -0.124076 -3.245 -1.998 -1.820
C -1.679376 -0.946099 -0.357675 1.878 3.395 3.911
Br -1.019765 -2.666949 -0.397292 0.126 -1.008 0.344
H 1.940886 -0.472730 0.043087 0.185 -0.040 -0.027
H 0.588735 2.133409 0.807269 -0.227 -0.281 1.367
H -2.152536 -0.784502 -1.280155 -0.084 1.033 -1.158
H -2.311566 -0.560952 0.552427 1.141 -1.457 -1.784
```
Forces are in eV/Å.

The maximum force is 5.51 eV/A. As for the HOMO energy: -9.6 eV. The energy is -3181.6025 Ha. As for the SMILES: OP(O)OCBr. The calculation puts the LUMO energy at 0.01917 Eh. The value obtained for the orbital gap is 10.2 eV. Its energy above the lowest of the compared OMol25 structures with the same formula, charge and spin is 90.0 kJ/mol.

[3]
The following is a DFT calculation (ωB97M-V/def2-TZVPD) of a 2-piece molecular cluster, C2H6N2O2S overall.

XYZ file:
```
13
Properties=species:S:1:pos:R:3:forces:R:3
C -0.423262 0.132774 0.758171 -0.706 2.193 1.620
C -0.913408 -0.989087 0.071517 -0.897 0.089 -2.316
N 1.689646 1.649737 -0.712111 -0.156 -4.261 -1.210
N -0.268692 -2.192434 0.116280 1.502 -0.382 -1.694
O -1.233471 1.284294 0.804922 -0.640 0.293 -0.027
O 0.619016 0.219474 1.388493 -0.452 -0.600 -0.235
S 0.531527 0.876945 -1.745807 1.150 0.463 0.253
H -1.750643 -0.772984 -0.654893 0.994 -0.841 0.951
H 2.138995 0.790162 -0.177970 -1.104 3.033 -0.733
H 1.125336 2.296919 -0.216136 0.112 0.619 1.368
H 0.125386 -2.523384 -0.835952 -1.248 0.504 2.003
H -2.156001 1.398365 0.421431 1.920 -1.221 0.334
H 0.515572 -2.170782 0.782056 -0.476 0.111 -0.314
```
Forces are in eV/Å.

The maximum force is 4.43 eV/A. As for the HOMO energy (spin up / spin down): -8.8 / -8.4 eV. The energy is -737.8912 Ha. The calculation puts the LUMO energy (spin up / spin down) at -0.03454 / -0.04080 Eh. The value obtained for the orbital gap (spin up / spin down) is 7.8 / 7.3 eV. Its energy above the lowest of the compared OMol25 structures with the same formula, charge and spin is 293.6 kJ/mol.

[4]
The following is a DFT calculation (ωB97M-V/def2-TZVPD) of one molecule with the formula C18H19Br2N5O2.

XYZ file:
```
46
Properties=species:S:1:pos:R:3:forces:R:3
C -2.980257 -3.753075 -0.346036 0.913 0.148 0.341
C -2.472270 -2.490111 -1.030791 0.426 0.914 -1.161
O -1.080824 -2.334611 -0.745238 2.762 0.746 1.438
N -0.363662 -1.312461 -1.396230 0.278 0.534 -0.477
C 0.768950 -0.803834 -0.931118 -3.517 -2.504 0.367
C 1.559417 0.117176 -1.793103 0.440 1.191 -1.599
N 1.329553 0.762143 -2.963196 -0.343 -0.143 0.241
C 2.293410 1.582391 -3.446429 0.491 -2.036 1.620
N 3.502113 1.783651 -2.855148 -0.894 0.172 -0.464
C 3.705017 1.149585 -1.707116 -0.173 0.454 -0.317
C 2.768959 0.298310 -1.168432 0.223 0.690 -0.568
C 2.785772 -0.361742 0.076751 0.691 -1.566 3.236
C 3.845767 -0.380505 1.014103 -0.183 0.267 0.287
C 3.670912 -1.000855 2.241513 -1.107 -0.465 -0.209
Br 5.079576 -0.975844 3.544042 -0.592 -0.029 -0.497
C 2.444585 -1.659164 2.542713 0.674 0.524 -0.926
C 1.409441 -1.714095 1.609906 -0.040 0.840 -1.272
Br -0.203105 -2.625996 2.155163 0.862 0.522 -0.146
C 1.563484 -1.034918 0.337516 0.530 -0.261 0.268
C -3.280294 -1.253281 -0.625049 -0.118 1.779 0.572
O -4.469117 -1.228025 -0.818614 -1.310 -0.641 -0.511
N -2.683443 -0.152340 -0.054048 2.015 -1.883 -0.073
C -3.247591 1.152912 0.124831 -0.122 0.909 -0.395
C -2.319743 2.034102 1.014681 0.781 -1.497 -0.162
N -0.892073 1.858846 0.734902 1.103 -0.724 -0.117
C -0.418402 2.516108 -0.516286 0.151 0.110 1.084
C 0.024858 1.942707 1.929177 -1.025 0.990 -1.445
H -2.367757 -4.623047 -0.631743 -0.187 0.379 0.041
H -2.877049 -3.597409 0.735830 -0.256 -0.263 -0.190
H -4.014446 -3.941307 -0.620915 -0.011 0.194 0.060
H -2.522675 -2.602294 -2.120549 -0.457 0.226 0.066
H 2.134966 1.983575 -4.437745 -0.098 0.311 0.157
H 4.600366 1.362238 -1.142845 0.372 0.064 -0.219
H 4.790796 0.142679 0.872948 -0.277 -0.107 -0.348
H 2.325074 -2.134103 3.488035 -0.102 -0.257 0.512
H -1.660231 -0.190785 0.012625 -0.697 0.391 0.176
H -3.382590 1.632423 -0.853287 0.014 -0.006 -0.009
H -4.249965 1.124479 0.568139 0.254 -0.212 0.029
H -2.597107 3.068633 0.949047 -0.475 0.736 -0.052
H -2.465803 1.675478 2.025157 -0.056 0.140 0.405
H 0.688766 2.434283 -0.636383 -0.874 -0.258 0.177
H -0.620545 3.597695 -0.473384 -0.100 0.011 -0.166
H -0.921810 2.090610 -1.399271 0.229 0.069 0.345
H -0.217877 1.227583 2.685007 -0.678 -0.603 0.372
H 1.043133 1.690735 1.656003 0.199 0.258 -0.386
H -0.026283 2.941459 2.394868 0.283 -0.112 -0.083
```
Forces are in eV/Å.

The maximum force is 4.33 eV/A. As for the HOMO energy: -8.6 eV. The energy is -6269.5134 Ha. As for the SMILES: C[C@H](O/N=C1/c2ncncc2-c2cc(Br)cc(Br)c21)C(=O)NCCN(C)C. The calculation puts the LUMO energy at -0.04541 Eh. The value obtained for the orbital gap is 7.4 eV. Its energy above the lowest of the compared OMol25 structures with the same formula, charge and spin is 28.3 kJ/mol.